No. 1
DFT (ωB97M-V/def2-TZVPD) results for the molecule CH4NOP in a non-equilibrium geometry.

Results
HOMO energy (eV): -9.115
F_max (Eh/bohr): 0.0855
Total energy (eV): -13925.0147
E_LUMO (eV): 1.10
Structure (SMILES): C=NOP
Energy above the lowest of the compared OMol25 structures with the same formula, charge and spin (kJ/mol): 339.49
Orbital gap (eV): 10.215

Structure (XYZ):
```
8
Properties=species:S:1:pos:R:3:forces:R:3
C -1.61722 -0.46799 -0.75179 -0.147 3.619 0.631
N -0.50485 -0.78549 -0.25026 1.726 1.173 0.591
O 0.41076 0.41073 0.11710 -3.855 -0.688 -1.995
P 1.92276 0.00942 0.49958 0.862 -0.602 1.365
H -2.31289 -1.25608 -0.79197 -0.568 -1.164 -0.506
H -2.07814 0.60738 -0.95035 1.502 -2.087 0.410
H 1.66427 0.19272 1.94989 0.911 0.155 -0.967
H 2.51530 1.28931 0.17779 -0.432 -0.406 0.471
```
Positions in Å, forces in eV/Å.

=====

No. 2
DFT (ωB97M-V/def2-TZVPD) results for a 3-piece molecular cluster, C17H40N3O8P overall in a non-equilibrium geometry.

Results
HOMO energy (eV): -8.697
F_max (Eh/bohr): 0.0875
Total energy (eV): -48412.2178
E_LUMO (eV): 0.36
Structure (SMILES): C#CCOC[C@H](N)P(=O)(O)O.COCCNCCOC.COCCNCCOC
Energy above the lowest of the compared OMol25 structures with the same formula, charge and spin (kJ/mol): 0.00
Orbital gap (eV): 9.056

Structure (XYZ):
```
69
Properties=species:S:1:pos:R:3:forces:R:3
C 5.16791 1.54379 5.72805 -1.528 -0.431 -0.373
C 4.48706 1.85690 4.75652 -0.365 -0.114 0.188
C 3.46402 2.25710 3.61503 1.947 0.612 1.473
O 2.14880 2.06947 4.14820 0.304 -0.361 -1.385
C 1.19193 1.74061 3.11962 -0.814 0.213 0.156
C -0.09168 1.15462 3.90839 1.264 -0.837 -0.729
N -0.64258 -0.09397 3.28324 0.252 -0.064 0.700
P -1.45011 2.42689 4.16383 -1.315 2.103 3.751
O -1.38068 2.99242 5.57410 0.435 -1.242 -2.251
O -1.38018 3.73753 3.12490 0.117 -2.031 0.351
O -2.96113 1.69855 4.02828 2.124 0.586 -0.456
H 5.48289 1.07071 6.69949 -0.125 1.038 -1.806
H 3.65835 3.36427 3.40334 -0.344 -1.414 0.081
H 3.69022 1.66018 2.68295 -0.447 0.452 1.025
H 0.90325 2.66239 2.50788 0.396 -1.080 0.774
H 1.64146 0.99492 2.39441 -0.676 0.472 0.858
H 0.29138 0.84417 4.93721 -0.545 1.233 -1.070
H -0.97619 -0.64546 4.09223 -0.064 0.256 -0.895
H 0.10449 -0.67634 2.88209 -0.169 0.600 0.175
H -0.72698 4.37945 3.48547 -0.676 -0.661 -0.002
H -3.16477 1.34680 4.92558 0.257 0.584 -0.707
C -0.72571 -4.10993 -1.47354 0.149 -0.203 0.346
O 0.60576 -4.58101 -1.62919 -0.161 0.099 -0.311
C 1.23643 -4.15974 -2.83828 0.477 -0.185 0.208
C 2.31051 -3.11130 -2.55905 -0.467 0.092 0.082
N 1.71587 -1.83852 -2.15450 0.261 -0.108 0.145
C 2.66642 -0.88005 -1.59039 -0.266 -0.104 0.034
C 3.42316 -1.28302 -0.31817 0.030 0.409 -0.107
O 2.59903 -1.38181 0.83712 0.245 -0.075 -0.091
C 1.89772 -2.60537 0.96539 -0.256 0.209 0.209
H -1.18254 -4.66166 -0.64926 0.122 -0.107 -0.071
H -0.73895 -3.05255 -1.21778 -0.131 -0.047 -0.208
H -1.31879 -4.28112 -2.37622 0.011 0.112 -0.001
H 0.51425 -3.80777 -3.58196 -0.073 0.110 0.172
H 1.72631 -5.04726 -3.25150 -0.005 0.053 -0.031
H 2.90880 -2.95475 -3.46219 0.001 0.008 0.015
H 2.96626 -3.51650 -1.78107 0.114 -0.174 -0.075
H 1.00129 -2.01401 -1.45707 -0.057 0.002 -0.217
H 2.09269 0.02497 -1.36269 0.119 0.012 0.028
H 3.38886 -0.60636 -2.36673 0.064 -0.068 0.054
H 4.13631 -0.48358 -0.10455 -0.015 0.040 0.060
H 4.02413 -2.18866 -0.44851 -0.163 -0.137 0.003
H 2.45650 -3.45797 0.57235 -0.037 0.061 -0.090
H 0.92485 -2.52676 0.47499 -0.024 -0.288 -0.076
H 1.70851 -2.77840 2.02718 0.118 0.043 0.005
C -3.17654 2.67274 -4.52401 0.306 -0.016 0.001
O -2.25766 2.98317 -3.48975 -0.457 0.064 -0.087
C -2.88151 3.36424 -2.26330 0.485 -0.049 0.389
C -2.72727 2.27300 -1.20627 -0.280 -0.039 -0.403
N -3.54036 1.09946 -1.52369 0.247 0.011 0.048
C -3.22034 -0.08305 -0.72162 -0.100 0.003 -0.231
C -1.79740 -0.65116 -0.81344 -0.251 -0.189 0.076
O -1.47708 -1.23777 -2.07148 0.016 0.551 0.216
C -1.07922 -0.31442 -3.07321 -0.103 -0.304 -0.283
H -2.62037 2.61422 -5.46103 0.035 0.029 0.103
H -3.64962 1.70216 -4.35264 -0.205 0.023 -0.056
H -3.94277 3.44701 -4.62291 -0.038 -0.058 0.021
H -3.93010 3.64485 -2.40398 0.007 -0.177 -0.091
H -2.34857 4.25334 -1.91187 -0.051 -0.020 0.008
H -3.03422 2.66826 -0.23302 0.011 -0.026 -0.005
H -1.66300 2.02010 -1.15253 0.118 0.176 0.078
H -3.40884 0.86015 -2.49953 -0.025 0.079 0.099
H -3.91334 -0.86851 -1.04019 0.094 -0.028 0.083
H -3.45213 0.13375 0.32641 0.125 0.022 0.000
H -1.73310 -1.46474 -0.08607 -0.031 -0.048 0.030
H -1.03224 0.07426 -0.51625 0.006 0.116 -0.140
H -0.53074 0.53691 -2.66256 -0.087 0.012 0.021
H -1.95091 0.02611 -3.63636 0.050 0.246 0.004
H -0.42780 -0.83595 -3.77587 0.049 -0.048 0.177
```
Positions in Å, forces in eV/Å.